ORCA calculation (ωB97M-V/def2-TZVPD) on C16H23CuN5OS2 as an isolated structure.

Last column: Mulliken spin population.
Cartesian coordinates (Å):
Cu  -0.78884  0.08567  0.00229  0.704
N  -2.39202  -2.50242  -0.88718  0.001
C  -1.59421  -1.98216  -1.89040  0.010
C  -1.47833  -2.69040  -3.08990  0.003
C  -0.68877  -2.18459  -4.09080  -0.003
C  -0.02836  -0.96626  -3.90571  0.006
C  -0.19029  -0.32678  -2.71022  0.009
N  -0.95074  -0.83023  -1.70669  0.078
C  -2.92953  -1.90808  0.24655  0.007
C  -3.90092  -2.61752  0.95702  0.004
C  -4.46870  -2.04582  2.06860  -0.003
C  -4.08872  -0.75893  2.45195  0.003
C  -3.12745  -0.12560  1.71255  -0.005
N  -2.52776  -0.69593  0.63656  0.065
H  -2.79341  -3.39992  -1.10823  0.000
H  -2.02094  -3.61723  -3.22224  0.001
H  -0.59251  -2.72106  -5.02549  0.000
H  0.58941  -0.53317  -4.67821  0.000
H  0.27408  0.63217  -2.51322  0.000
H  -4.20244  -3.60087  0.61935  0.001
H  -5.21354  -2.58956  2.63487  0.000
H  -4.53002  -0.26590  3.30606  0.001
H  -2.80319  0.87612  1.95944  0.004
S  -0.75780  2.19824  0.81995  0.104
C  0.76738  2.91912  0.39941  -0.005
N  0.76316  4.12922  -0.13355  0.003
C  1.97433  4.88622  -0.49257  0.001
C  3.13388  3.92537  -0.68766  0.000
C  3.20918  2.97659  0.49640  -0.001
N  1.91269  2.30741  0.64875  -0.001
H  -0.13633  4.57519  -0.23064  0.002
H  2.19224  5.61370  0.28961  0.000
H  1.76415  5.43215  -1.40958  0.000
H  4.06234  4.48606  -0.77547  0.000
H  2.99621  3.35401  -1.60706  0.000
H  3.43699  3.52635  1.41115  0.000
H  3.97461  2.21793  0.35505  0.000
H  1.85679  1.36382  1.00349  -0.006
C  3.12477  -2.02773  1.16117  0.002
S  1.35417  -2.00458  0.99161  0.003
C  0.91367  -2.09369  2.71653  -0.001
O  1.04409  -0.55631  0.57389  0.014
H  3.42231  -1.21512  1.82325  0.000
H  3.54883  -1.89940  0.16734  0.000
H  3.41965  -2.99446  1.56918  0.001
H  1.23827  -3.06218  3.09951  0.000
H  -0.16926  -2.01028  2.79091  0.000
H  1.40091  -1.27916  3.25237  0.000

Atomic forces in eV per Å
-0.0828 0.1686 -0.0593
0.1322 0.0145 0.0541
-0.1164 0.1210 0.0766
-0.0520 -0.0867 -0.0745
0.0180 -0.0046 -0.0494
-0.0026 0.0039 -0.0354
-0.0817 -0.0224 0.0747
0.2331 -0.1910 -0.0603
0.0133 0.1011 -0.1198
-0.0657 -0.0844 -0.0149
-0.0380 -0.0310 0.0391
0.0013 0.0446 0.0003
-0.0088 -0.0685 -0.0820
0.0546 0.1378 0.2263
-0.0067 -0.0038 0.0125
0.0169 0.0027 0.0051
-0.0016 -0.0030 0.0149
-0.0267 0.0041 -0.0039
0.0411 -0.0491 0.0397
0.0058 0.0169 0.0164
-0.0091 0.0142 -0.0289
0.0012 -0.0121 -0.0296
0.0466 -0.0352 0.0231
-0.3069 0.0730 -0.0420
0.1175 -0.1245 0.0055
0.0248 0.1181 0.1016
-0.0389 -0.0548 -0.0035
-0.0118 -0.0134 0.0327
-0.0810 0.0249 -0.0780
0.1100 0.0032 0.0042
-0.0071 -0.0248 -0.0574
-0.0125 -0.0060 0.0455
-0.0285 0.0127 -0.0035
-0.0054 0.0086 -0.0193
0.0179 0.0030 -0.0166
0.0340 -0.0214 0.0402
-0.0096 -0.0360 -0.0192
-0.0182 -0.0156 0.0054
-0.0095 0.0643 -0.0555
-0.1074 -0.0763 -0.0921
0.0514 0.0358 0.0275
0.2199 0.0460 0.0738
0.0388 -0.0307 0.0008
0.0199 -0.0185 0.0171
-0.0006 0.0124 -0.0115
-0.0388 0.0233 0.0070
-0.0023 -0.0182 0.0010
-0.0276 -0.0225 0.0114

The calculation puts the relative energy (zero: lowest compared OMol25 entry of this formula, charge and spin) at 0.000 eV. The total charge is +2. The calculation puts the calculated total energy at -92761.5267 eV. As for the spin multiplicity: 2.


ORCA calculation (ωB97M-V/def2-TZVPD) on a 2-piece molecular cluster, C4H8O3 overall.

Last column: natural (NBO) charge in e.
Cartesian coordinates (Å):
O  2.93872  -0.85902  0.68937  -0.465
C  1.77545  -0.94667  0.97078  0.342
C  0.65006  -0.75721  -0.07416  0.491
O  0.91700  -0.74661  -1.25096  -0.479
C  -0.76695  -0.63284  0.46584  -0.538
C  -1.59196  0.35246  -0.34334  -0.058
O  -1.02384  1.63143  -0.11966  -0.729
H  1.42400  -1.11358  2.01376  0.118
H  -1.21504  -1.63540  0.42292  0.246
H  -0.76722  -0.32125  1.51803  0.224
H  -1.55038  0.06783  -1.40201  0.186
H  -2.64332  0.32464  -0.01616  0.168
H  -1.18531  2.18793  -0.88898  0.480
H  1.17524  1.37309  1.31094  -0.001
H  1.90378  1.23859  1.29788  0.014

Atomic forces in eV per Å
-0.5088 -0.3997 0.0794
0.4962 -0.0394 -0.0431
-0.0082 -0.1001 -0.5527
-0.1785 0.0274 0.6311
-0.0232 -0.0185 0.0555
-0.0879 -0.3470 -0.0913
-0.0656 0.2033 -0.1623
0.1026 -0.0925 -0.1559
0.0335 0.1241 0.0221
0.1018 -0.0874 -0.1411
0.0188 0.1055 0.1346
0.2383 0.0133 -0.0465
0.0278 -0.0445 0.1275
-0.0546 0.3115 0.0379
-0.0921 0.3440 0.1048

The calculation puts the relative energy (zero: lowest compared OMol25 entry of this formula, charge and spin) at 3.037 eV. The calculation puts the calculated total energy at -10417.9668 eV.


ORCA calculation (ωB97M-V/def2-TZVPD) on C59H48BrNO10PRuS3Si as an isolated structure in a non-equilibrium geometry.

Last column: Mulliken spin population.
Cartesian coordinates (Å):
Ru  -0.08764  0.37871  -0.22670  0.907
O  -3.65935  -2.18693  0.18143  0.001
S  -2.84211  -2.39342  -0.99460  0.003
O  -3.55702  -2.68781  -2.21118  0.001
O  -1.77154  -1.38724  -1.15978  0.041
C  -1.83130  -3.82362  -0.65786  0.001
C  -2.48470  -5.04963  -0.56411  -0.002
C  -1.75585  -6.21394  -0.42816  0.002
C  -0.36717  -6.14639  -0.41179  -0.001
C  0.28121  -4.92655  -0.50536  0.003
C  -0.43498  -3.72698  -0.60612  -0.001
P  0.47360  -2.10832  -0.83147  0.037
C  2.12383  -2.55425  -0.13295  0.017
C  3.32529  -2.18690  -0.73698  0.008
C  4.53784  -2.37718  -0.08444  -0.003
C  4.56777  -2.94037  1.18010  0.005
C  3.37443  -3.28154  1.81004  -0.003
C  2.16452  -3.06444  1.16901  0.012
C  0.73357  -2.26117  -2.64686  0.006
C  0.04487  -1.43431  -3.53009  -0.003
C  0.29751  -1.49983  -4.89407  0.001
C  1.22658  -2.40033  -5.38945  0.000
C  1.88104  -3.26526  -4.52030  0.000
C  1.63424  -3.19704  -3.15768  -0.005
H  -3.56777  -5.05970  -0.62378  0.000
H  -2.25747  -7.17182  -0.35885  0.000
H  0.22085  -7.05518  -0.34336  0.000
H  1.36288  -4.91585  -0.49194  0.002
H  3.31309  -1.73449  -1.72072  -0.001
H  5.45926  -2.07179  -0.56506  0.000
H  5.51207  -3.09409  1.68614  0.000
H  3.38641  -3.70994  2.80533  0.000
H  1.23400  -3.29739  1.67825  0.000
H  -0.67213  -0.71818  -3.15360  0.001
H  -0.21377  -0.81171  -5.55463  0.000
H  1.45186  -2.42491  -6.44882  0.000
H  2.59168  -3.98835  -4.90234  0.000
H  2.16149  -3.87212  -2.49464  0.001
Br  -1.30558  -0.89983  1.98491  -0.005
C  -1.22546  0.64658  3.07219  -0.019
C  -1.86552  0.61757  4.27014  0.010
C  -1.79395  1.75419  5.10332  -0.008
C  -1.07042  2.84134  4.70566  0.007
C  -0.39883  2.86608  3.45648  -0.009
C  0.36846  3.98320  3.05457  0.031
C  0.98263  3.99271  1.83990  -0.021
C  0.87031  2.88742  0.96811  -0.012
C  0.15586  1.77806  1.31853  -0.009
C  -0.49545  1.74364  2.58186  -0.006
H  -2.42418  -0.26062  4.57209  0.000
H  -2.29923  1.74437  6.06142  0.000
H  -1.00585  3.71775  5.34256  0.000
H  0.44264  4.83356  3.72455  0.001
H  1.54881  4.85959  1.51759  0.000
H  1.35491  2.93994  0.00764  0.002
N  2.59375  0.10451  1.43520  0.023
C  3.71150  0.96229  1.33420  0.003
C  4.14595  1.40920  0.08664  0.010
C  5.25906  2.22673  -0.02011  -0.002
C  5.95383  2.62039  1.12286  0.001
C  5.50995  2.20039  2.36595  0.000
C  4.39056  1.37847  2.47371  -0.002
S  7.48025  3.54798  0.94108  0.000
O  8.37878  2.59946  0.28926  0.000
O  7.87081  3.89358  2.30312  0.000
O  7.13282  4.69084  0.10811  0.000
H  2.55171  -0.41439  2.29612  0.002
H  2.47290  -0.48426  0.63766  -0.017
H  3.59123  1.10774  -0.79167  -0.005
H  5.60766  2.56245  -0.99169  0.000
H  6.06003  2.51483  3.24515  0.000
H  4.04749  1.04817  3.45169  0.000
O  -1.39015  1.51923  -1.21124  0.038
Si  -2.35392  2.79695  -1.23601  0.005
C  -1.69148  4.48170  -0.70175  0.003
C  -1.77784  4.94284  0.61349  0.004
C  -1.28428  6.19145  0.97576  -0.001
C  -0.67869  7.00235  0.02555  0.002
C  -0.57712  6.56253  -1.29010  0.000
C  -1.08123  5.31840  -1.64596  0.002
C  -3.83039  2.44454  -0.09989  -0.001
C  -4.69096  3.42295  0.41564  0.001
C  -5.75153  3.08198  1.24840  0.000
C  -5.98097  1.74849  1.57387  0.000
C  -5.14461  0.76100  1.06738  -0.001
C  -4.07847  1.11234  0.24618  0.005
C  -3.03493  3.04651  -2.97483  -0.002
C  -3.84366  4.14632  -3.28241  0.000
C  -4.32837  4.34538  -4.56890  0.000
C  -4.01370  3.43766  -5.57498  0.001
C  -3.21410  2.33915  -5.28711  0.000
C  -2.72774  2.14730  -3.99829  0.002
H  -2.23485  4.31358  1.37332  0.000
H  -1.36135  6.52365  2.00502  0.000
H  -0.27273  7.96581  0.31119  0.000
H  -0.09760  7.18684  -2.03439  0.000
H  -0.99112  4.98159  -2.67507  0.000
H  -4.52308  4.46884  0.17082  0.000
H  -6.39812  3.85626  1.64786  0.000
H  -6.80733  1.48461  2.22474  0.000
H  -5.30665  -0.28543  1.30241  0.000
H  -3.42263  0.33579  -0.12868  -0.006
H  -4.08843  4.86362  -2.50237  0.000
H  -4.94708  5.20816  -4.78943  0.000
H  -4.38766  3.59106  -6.58053  0.000
H  -2.96472  1.63321  -6.07141  0.000
H  -2.07381  1.30988  -3.77917  -0.001
C  7.21728  1.69097  -4.43438  0.000
C  5.75808  1.71404  -4.05290  0.000
C  5.04237  2.90819  -4.04883  0.000
C  3.70682  2.94120  -3.67436  0.000
C  3.07036  1.76551  -3.30574  -0.001
C  3.76006  0.55833  -3.33472  -0.001
C  5.09696  0.53951  -3.70012  0.000
S  1.38128  1.83683  -2.74634  -0.002
O  0.54387  1.67208  -3.90836  0.000
O  1.24878  3.08797  -2.04550  -0.002
O  1.36655  0.62829  -1.81902  -0.050
H  7.66544  2.67630  -4.30870  0.000
H  7.33872  1.39406  -5.48095  0.000
H  7.76761  0.97926  -3.81777  0.000
H  5.54907  3.83165  -4.30898  0.000
H  3.15878  3.87576  -3.62509  0.000
H  3.24180  -0.35095  -3.05130  -0.001
H  5.64587  -0.39762  -3.68329  0.000

Atomic forces in eV per Å
-0.2947 -0.0105 0.6288
-0.0770 0.0006 0.0522
0.4562 -0.0784 -0.0314
-0.0793 -0.0540 -0.0479
-0.6962 0.1335 -0.3469
0.1588 -0.0645 -0.1100
0.0601 0.1197 0.0146
0.0506 -0.0195 0.0044
0.0288 -0.0580 -0.0667
-0.0203 0.0609 0.1241
-0.3261 0.0104 0.2783
0.4078 -0.4110 -0.2044
-0.0855 -0.0740 0.0070
-0.0311 -0.1038 -0.0730
0.0071 0.0211 -0.0624
-0.0800 -0.0316 0.0776
0.0020 0.0472 -0.0621
0.0007 -0.1067 -0.0529
0.0666 0.1672 -0.0258
0.0327 0.0570 0.0528
0.0218 0.0038 0.0593
-0.0089 -0.0183 0.0206
-0.0305 0.0123 0.0042
-0.0304 -0.0040 -0.0458
0.0785 -0.0215 0.0111
0.0023 0.0187 0.0048
-0.0208 0.0428 0.0213
-0.0172 0.0305 0.0162
0.0327 -0.0779 0.1101
-0.0302 0.0303 0.0133
0.0054 0.0249 -0.0045
0.0025 0.0476 0.0030
0.0503 -0.0457 -0.0035
0.0469 0.0219 0.0107
0.0156 -0.0091 0.0086
-0.0357 -0.0230 -0.0034
0.0133 0.0119 0.0123
-0.0096 0.0313 -0.0001
0.0321 0.3919 -0.7049
-0.0573 -0.1762 0.0047
-0.1053 0.0231 0.2208
0.0479 -0.0337 -0.0046
-0.0279 0.0127 -0.0121
0.0251 -0.0370 -0.0137
-0.0362 0.0404 0.0930
0.2104 -0.0518 -0.0206
0.1196 0.2208 0.3315
-0.0825 -0.2986 -1.4964
0.1085 0.0914 0.1153
0.0444 0.0711 -0.0168
-0.0142 0.0238 -0.0343
0.0408 -0.0384 -0.0270
-0.0169 -0.0186 -0.0162
0.0062 -0.0678 0.0225
0.0046 0.0267 -0.0974
0.0659 0.6311 0.1129
-0.0966 -0.1259 0.1687
-0.0854 0.0206 -0.0206
-0.0207 -0.0174 0.1692
0.0951 -0.0839 -0.1434
-0.0871 -0.0338 -0.0387
0.0495 0.0738 0.0727
-0.0623 -0.0644 0.0712
0.0505 0.0200 -0.0247
0.0138 0.0086 0.0236
-0.0039 0.0385 -0.0544
-0.0088 -0.1002 0.0205
0.1951 -0.2576 -0.1934
0.0358 0.0059 -0.0080
-0.0608 -0.0319 0.0497
-0.0257 -0.0082 -0.0488
0.0183 0.0175 -0.0483
0.8820 -0.3933 0.4275
-0.6628 0.2356 0.4371
0.2050 0.0334 -0.1098
-0.0897 0.0270 -0.0589
-0.0612 0.0110 -0.0806
-0.0355 -0.0944 -0.0014
-0.0315 -0.0708 0.0487
0.0079 -0.0067 0.0467
0.0255 0.0235 0.1104
-0.0101 -0.1254 -0.0354
0.0501 -0.0264 -0.0759
0.0819 0.0170 -0.0472
0.0052 0.0323 0.0171
-0.0060 0.0989 0.0441
0.1837 -0.0585 -0.1421
0.0241 -0.0839 -0.0002
0.0118 -0.0648 0.0490
0.0292 -0.0167 0.0997
-0.0410 0.0198 0.0109
0.0095 0.0632 0.0380
0.0600 0.0355 -0.0440
0.0229 -0.0161 -0.0066
-0.0228 0.0129 -0.0095
0.0126 -0.0137 -0.0060
0.0258 0.0261 0.0943
-0.0196 -0.0578 0.0381
0.0073 -0.0095 -0.0167
0.0044 -0.0052 -0.0105
0.0248 0.0418 -0.0113
-0.0416 -0.0031 -0.0010
0.0158 -0.0193 -0.0678
0.0013 -0.0098 0.0060
-0.0001 -0.0012 -0.0088
0.0166 0.0120 0.0291
-0.0539 0.0396 -0.0366
-0.1220 -0.0188 -0.0146
0.0680 0.0345 -0.0543
0.0198 -0.0254 -0.0176
-0.0774 -0.0138 0.0882
0.0904 -0.1287 -0.0026
-0.0761 0.0913 -0.1456
-0.0511 -0.0037 0.0243
0.4629 -0.0956 -0.2332
-0.1049 -0.2415 0.0842
-0.0962 0.0511 0.0041
-0.8969 0.6571 0.6717
0.0237 -0.0428 0.0353
-0.0014 0.0063 0.0354
0.0126 0.0580 0.0036
-0.0215 -0.0352 0.0418
0.0787 -0.0551 0.0151
0.0534 0.1180 -0.0922
-0.0331 0.0369 -0.0165

The calculation puts the relative energy (zero: lowest compared OMol25 entry of this formula, charge and spin) at 0.000 eV. The total charge is -2. The calculation puts the calculated total energy at -206229.3220 eV. As for the spin multiplicity: 2.


ORCA calculation (ωB97M-V/def2-TZVPD) on one molecule with the formula C5H4N2OS in a non-equilibrium geometry.

Last column: natural (NBO) charge in e.
Cartesian coordinates (Å):
C  -0.25259  2.08468  0.20137  -0.430
C  0.23399  2.09866  -1.11028  -0.017
C  -0.18008  0.78008  0.54922  0.237
C  0.36845  -1.34939  -0.50990  0.086
C  0.16245  -2.19262  0.49656  -0.543
N  0.53877  0.88648  -1.52902  -0.260
N  0.24815  0.03219  -0.49113  -0.307
O  -1.74175  -1.97625  2.46421  -0.783
S  -0.38280  -1.52814  2.07052  1.074
H  -0.51718  3.02868  0.73055  0.247
H  0.33639  2.98259  -1.65962  0.212
H  0.74904  -1.68156  -1.58579  0.246
H  0.43715  -3.16541  0.37333  0.239

Atomic forces in eV per Å
-0.1701 1.6336 1.2084
-0.0453 -1.8437 0.7325
-0.7303 -1.4994 1.2982
1.5379 -0.0575 -3.5009
-1.1464 2.9800 0.5498
0.2196 -0.6422 -1.3135
-0.3814 1.5314 0.6135
0.5327 -0.0725 -0.6538
0.1971 0.7957 -0.0860
0.0926 -1.4026 -0.1472
0.3576 0.7240 -1.2097
-0.7578 0.5246 2.5833
0.2938 -2.6715 -0.0744

The calculation puts the relative energy (zero: lowest compared OMol25 entry of this formula, charge and spin) at 4.028 eV. The calculation puts the calculated total energy at -21107.4582 eV.


The lowest calculated total energy belongs to which entry? C59H48BrNO10PRuS3Si


calculated total energy of number 4 (C5H4N2OS)? -21107.4582 eV


Among the records above, which one has the highest relative energy (zero: lowest compared OMol25 entry of this formula, charge and spin)? C5H4N2OS


Number 1 is which compound? C16H23CuN5OS2